#one
C2H4O3P | wB97M-V/def2-TZVPD

Output
HOMO-LUMO gap: 0.28426 hartree
HOMO level: -3.6001 eV
E_LUMO: 4.1 eV
Charge: -1
SMILES string: CC(=O)[P@@H](=O)[O-]

Last column: Mulliken charge in e.
Cartesian coordinates (Å):
P -1.616 -0.055 -0.147  0.64
H 1.223 -0.174 1.404  0.29
C 1.383 -0.339 0.378  -0.98
O -2.250 0.032 1.199  -0.70
H 2.514 -0.172 0.069  0.25
O -1.817 -1.315 -0.909  -0.67
C 0.510 0.656 -0.199  0.40
H 1.021 -1.252 0.077  0.33
H -1.720 0.995 -0.998  -0.01
O 0.751 1.624 -0.875  -0.55

#two
C2H4O3P | wB97M-V/def2-TZVPD

Output
HOMO-LUMO gap: 0.30660 hartree
HOMO level: -4.1995 eV
E_LUMO: 4.1 eV
Charge: -1

Last column: Mulliken charge in e.
Cartesian coordinates (Å):
C -0.006 -1.288 1.330  0.22
O -0.967 -0.330 -0.583  -0.68
O -2.125 -0.240 1.364  -0.61
H 0.589 1.192 -0.352  -0.05
C -1.239 -0.532 0.620  0.51
H 0.997 0.292 -2.170  0.00
H 1.534 2.251 -1.760  0.00
H 0.945 -0.787 0.886  0.13
O -0.029 -1.984 2.344  -0.51
P 0.302 1.427 -1.679  0.01

Which one is most stable, and which one is least stable? #one is the most stable of them, while #two is the least stable.

#one
C2H9N5 | wB97M-V/def2-TZVPD

Output
HOMO-LUMO gap: 0.38582 hartree
HOMO level: -18.2748 eV
E_LUMO: -7.8 eV
Charge: +2
SMILES string: N/C=[NH+]/C(N)=N\[NH3+]

Last column: Mulliken charge in e.
Cartesian coordinates (Å):
N 1.945 -1.055 -0.861  -0.16
H 2.066 -1.838 -1.577  0.40
H 2.932 -0.956 -0.476  0.40
H -1.428 -1.558 1.970  0.26
H 1.736 -0.063 -1.142  0.35
H -0.237 1.718 1.217  0.40
H -1.279 3.412 0.018  0.33
N -0.732 -1.662 1.250  -0.37
H -0.183 -2.519 1.551  0.32
H -1.203 0.163 -1.113  0.28
N 1.079 -1.380 0.138  -0.50
N -1.390 2.397 -0.292  -0.30
C -0.762 1.488 0.305  0.28
H -1.915 2.430 -1.208  0.29
C -0.010 -0.852 0.436  0.31
N -0.620 0.275 -0.215  -0.28

#two
C2H9N5 | wB97M-V/def2-TZVPD

Output
HOMO-LUMO gap (alpha / beta): 0.28248 / 0.28239 hartree
HOMO level (alpha / beta): -19.1968 / -19.1952 eV
E_LUMO (alpha / beta): -11.5 / -11.5 eV
Charge: +2

Last column: Mulliken charge in e.
Cartesian coordinates (Å):
H -1.016 0.646 -2.497  0.33
H 2.651 1.039 -0.386  0.23
H -0.810 -0.893 -1.677  0.38
N 2.114 0.874 0.411  -0.59
H 0.374 0.789 2.296  0.42
H 2.688 0.940 1.254  0.30
H -2.176 -1.878 1.596  0.27
H -1.557 0.612 -0.908  0.47
N -0.925 -0.567 1.563  -0.05
H 1.319 0.406 -1.657  0.21
H -1.766 -1.787 -0.016  0.24
C 0.097 0.211 1.435  -0.02
N 0.602 0.257 -1.023  -0.18
N -1.718 -1.391 0.918  -0.14
C -0.789 0.166 -1.491  -0.96
N 0.910 0.576 0.182  1.10

Which one is most stable, and which one is least stable? #one is the most stable of them, while #two is the least stable.

#one
C22H27N3O3 | wB97M-V/def2-TZVPD

Output
HOMO-LUMO gap: 0.31998 hartree
HOMO level: -8.0363 eV
E_LUMO: 0.7 eV
SMILES string: Cc1ccc(NC(=O)OCCN2CCN(Cc3ccccc3)CCC2=O)cc1

Last column: Mulliken charge in e.
Cartesian coordinates (Å):
C -3.102 3.836 -1.343  -1.84
H 6.990 -5.895 0.288  0.36
H -3.534 2.690 0.859  0.41
H 0.338 2.670 -0.044  0.38
C -4.655 1.983 -4.270  -0.71
C 0.064 1.891 -0.757  -1.34
C -0.322 -0.768 2.943  -0.62
H 7.863 -4.483 -0.328  0.36
C 6.148 -4.012 0.868  0.73
H 2.986 -4.191 2.084  0.48
H -2.528 4.528 -1.965  0.56
H -2.846 3.070 -3.941  0.35
C -1.209 2.315 -1.499  -0.41
H -3.244 1.246 -0.142  0.33
H -0.571 0.088 3.575  0.44
C 7.317 -4.885 0.523  -1.40
C -2.765 2.119 0.335  -0.53
H 3.118 -0.522 1.755  0.17
H 5.240 -0.749 0.945  0.34
N -0.992 0.480 0.926  0.37
C 5.163 -1.821 1.066  -0.66
H 7.133 -2.186 0.339  0.36
H -4.400 1.731 -5.289  0.38
H -5.563 2.912 -0.653  0.35
C -1.143 -0.765 1.648  -1.21
H 4.884 -5.624 1.478  0.32
H -0.495 -1.703 3.486  0.44
N -2.141 3.003 -0.626  0.20
O 0.617 -0.404 -0.381  -0.66
O 1.229 -2.895 2.547  -0.66
C 4.968 -4.554 1.361  -0.77
H -1.662 1.432 -1.982  0.34
H -6.542 0.972 -4.324  0.38
H -0.771 -1.566 1.003  0.55
H -3.640 4.422 -0.592  0.53
C 3.986 -2.374 1.563  0.88
O 1.059 -0.639 2.648  -0.47
C -3.777 2.734 -3.508  -0.17
H 0.874 1.780 -1.480  0.37
C -4.086 3.070 -2.195  0.94
C 6.227 -2.632 0.724  -0.73
N 2.950 -1.505 1.917  -0.03
C -0.063 0.552 -0.058  0.84
C 3.895 -3.754 1.707  -0.45
C -1.753 1.623 1.376  -1.28
H -2.197 -0.938 1.875  0.38
H -1.091 2.453 1.640  0.33
H -0.921 3.018 -2.284  0.43
C -5.856 1.558 -3.730  -0.38
H -7.118 1.574 -2.001  0.38
C -5.299 2.645 -1.666  -0.17
C -6.178 1.895 -2.427  -0.71
H 8.005 -4.940 1.367  0.28
C 1.709 -1.806 2.366  0.68
H -2.294 1.321 2.274  0.55

#two
C22H27N3O3 | wB97M-V/def2-TZVPD

Output
HOMO-LUMO gap: 0.31772 hartree
HOMO level: -7.9428 eV
E_LUMO: 0.7 eV
SMILES string: O=C(CN1CCN(Cc2ccccc2)CC1)NC[C@@H]1COc2ccccc2O1

Last column: Mulliken charge in e.
Cartesian coordinates (Å):
H 1.745 2.993 -1.134  0.41
H 2.596 1.485 -1.583  0.28
O 0.832 -2.570 0.065  -0.65
H 4.488 4.684 3.754  0.38
N -2.083 -2.384 1.052  -0.08
C 3.719 4.161 3.207  -0.48
C 2.444 4.044 3.735  -0.53
C -3.775 -1.042 -0.070  -1.49
H -2.507 0.853 -2.466  0.36
H 2.107 -0.655 -0.224  0.49
H -3.579 -4.029 -1.496  0.44
C 1.211 1.299 0.084  1.41
H -1.367 -3.149 -0.791  0.01
C 4.010 3.617 1.971  -0.69
H -0.671 -3.489 2.082  0.45
C -3.623 -1.623 -2.469  -1.81
H -4.004 -0.049 -0.460  0.42
H 4.990 3.704 1.532  0.43
H -0.964 -1.852 2.715  0.43
C 0.356 -1.951 0.995  0.70
C -1.242 -2.213 -3.077  -0.30
H 0.470 3.244 3.435  0.44
H -3.912 -2.453 -3.120  0.50
H -0.168 1.474 -2.898  0.48
O 0.756 2.101 1.159  -0.49
H -4.266 -0.768 -2.709  0.44
H -1.632 -0.732 -0.210  -0.09
H -1.547 -3.246 -3.165  0.34
H -2.338 -0.346 1.381  0.54
C 1.467 3.358 3.040  -0.79
H 2.684 0.200 1.235  0.25
O 3.353 2.429 0.024  -0.47
C 3.029 2.943 1.255  0.55
C -2.137 -3.353 -0.034  -0.10
C 1.810 -0.014 0.610  -1.17
H 0.805 -2.636 -3.521  0.39
H -1.953 -4.345 0.386  0.51
C 2.228 2.083 -0.749  -0.69
H 1.506 -0.275 -3.388  0.42
C -1.781 0.084 -2.694  -0.30
C -0.840 -2.446 1.805  -1.19
C -3.535 -3.326 -0.662  -1.24
N 0.823 -0.737 1.372  0.01
C 0.081 -1.869 -3.291  -0.73
N -3.963 -2.021 -1.115  0.28
H 0.321 1.078 -0.514  -0.53
C -2.369 -1.051 0.545  0.21
C -2.186 -1.245 -2.754  1.06
H -4.255 -3.646 0.100  0.36
H -4.492 -1.280 0.725  0.42
H 0.347 -0.210 2.088  0.27
C 1.753 2.794 1.803  0.62
C 0.475 -0.545 -3.213  -0.39
H 2.210 4.479 4.694  0.39
C -0.463 0.434 -2.928  -0.50

Which one is most stable, and which one is least stable? #one is the most stable of them, while #two is the least stable.

#one
C21H30FN3O3 | wB97M-V/def2-TZVPD

Output
HOMO-LUMO gap: 0.34480 hartree
HOMO level: -8.7786 eV
E_LUMO: 0.6 eV
SMILES string: O=C(NCCCc1ccc(F)cc1)[C@@H]1CCC(=O)N(CCN2CCOCC2)C1

Last column: Mulliken charge in e.
Cartesian coordinates (Å):
C -0.244 1.066 0.222  -0.90
O 4.784 2.054 0.743  -0.44
C 3.178 -3.139 0.502  -0.62
C 1.876 -3.131 0.971  -0.59
O -1.194 0.200 -2.235  -0.64
H -2.826 2.879 0.306  0.45
H -4.586 1.368 1.205  0.59
H -3.530 0.858 -2.921  0.30
N -1.576 1.292 -0.288  0.81
H -0.314 0.644 1.228  0.55
C 2.830 3.186 -0.139  -0.54
H -2.209 1.837 1.605  0.51
N -3.295 -1.361 0.020  0.02
H 1.659 -3.581 1.928  0.40
H 4.027 0.229 0.158  0.38
H -0.830 -1.463 0.941  -0.48
C -2.588 1.844 0.581  -1.52
H 0.341 2.941 -0.642  0.48
H -3.129 -2.882 1.384  0.50
H 4.428 0.440 1.888  0.39
H 0.375 -1.520 -1.592  0.01
C 0.850 -2.550 0.236  0.48
O -3.493 -0.686 2.161  -0.71
C -3.301 1.330 -1.965  -0.78
C 0.606 2.344 0.235  -1.07
H 2.799 3.897 0.707  0.34
H -1.499 -4.226 -0.112  0.37
H -0.577 -2.999 1.759  0.55
H 0.391 2.945 1.138  0.29
H -4.966 0.166 -1.183  0.34
H -3.202 -1.085 -0.945  0.18
C -1.595 -3.140 -0.132  -0.73
C -4.416 1.075 -0.936  -0.96
C 2.446 -1.976 -1.482  -0.31
C -1.924 0.866 -1.522  0.29
C -0.548 -2.505 0.786  0.04
C -3.858 0.982 0.486  0.52
H 0.247 0.356 -0.445  0.02
H 1.959 0.393 1.435  0.31
H 3.978 -3.587 1.070  0.45
H -3.211 2.404 -2.145  0.41
H -3.745 -3.372 -0.213  0.39
H -5.131 1.899 -0.984  0.37
C -3.525 -0.438 0.973  0.21
C 2.536 1.305 1.276  -0.34
H 4.314 2.102 -1.261  0.31
C 3.992 0.922 1.011  -0.81
C 1.151 -1.978 -0.997  -0.09
N 2.012 2.013 0.119  0.20
F 4.714 -2.551 -1.186  -0.39
C -3.008 -2.750 0.307  -1.06
C 4.276 2.747 -0.371  -0.64
H 2.455 3.689 -1.033  0.39
C 3.444 -2.556 -0.722  0.24
H -1.441 -2.808 -1.160  0.37
H 2.482 1.929 2.186  0.27
H 2.684 -1.528 -2.434  0.49
H 4.924 3.613 -0.518  0.37

#two
C21H30FN3O3 | wB97M-V/def2-TZVPD

Output
HOMO-LUMO gap: 0.33852 hartree
HOMO level: -8.5509 eV
E_LUMO: 0.7 eV
SMILES string: CN(CCC1CCOCC1)C(=O)C[C@H]1C(=O)NCCN1Cc1ccccc1F

Last column: Mulliken charge in e.
Cartesian coordinates (Å):
H -1.330 0.061 -3.700  0.34
H -3.148 1.174 2.332  0.44
H 4.129 -1.798 0.624  0.39
H -5.212 1.527 1.019  0.40
H 0.673 -4.425 -1.314  0.39
C 3.824 -1.451 1.612  -1.21
O -0.241 -4.690 0.452  -0.47
H 2.755 -2.195 3.331  0.34
C 2.990 -2.527 2.316  -1.07
C 2.751 0.535 2.601  -1.10
H 3.599 -3.430 2.396  0.46
C -0.458 3.202 -0.903  -1.54
H 2.898 1.604 2.436  0.43
H 2.448 -2.886 -0.437  0.34
H 1.317 -4.695 2.656  0.34
H 1.719 0.358 2.916  0.27
H 2.326 2.164 -0.154  0.38
H 0.385 1.571 -3.673  0.45
C 1.709 1.287 0.053  -0.84
C 1.681 -2.850 1.592  1.46
H -1.042 -3.119 1.518  0.14
H -0.609 4.099 -1.511  0.49
C -0.368 0.111 -0.713  -0.30
C -2.973 2.968 -1.032  0.58
C 2.622 0.070 0.181  0.45
H 0.549 -3.279 3.397  0.37
C -0.405 1.894 -2.986  -0.71
N 0.248 2.252 -1.750  0.05
N -1.365 0.043 -1.614  0.14
H 0.016 -2.930 -0.587  0.09
C 0.761 1.047 -1.119  0.15
C -1.788 2.759 -0.336  0.67
H 2.473 -4.462 0.389  0.34
F -2.939 3.629 -2.217  -0.38
H 1.348 0.522 -1.889  0.41
H 1.144 1.438 0.969  0.28
H 0.211 3.460 -0.079  0.43
H -0.873 2.783 -3.408  0.44
C -3.105 1.678 1.379  -0.92
C 1.905 -3.540 0.244  -0.71
C -0.497 -4.061 1.687  -0.36
H 4.723 -1.237 2.201  0.41
O 2.937 -0.584 -0.798  -0.72
C 0.550 -3.870 -0.381  -0.40
C -1.459 0.763 -2.867  -0.79
N 3.088 -0.217 1.416  0.22
H -2.141 -0.561 -1.379  0.32
C 0.794 -3.758 2.448  -0.86
H 1.132 -1.921 1.406  -0.36
H 3.413 0.224 3.406  0.37
C -4.262 1.876 0.646  -0.43
H -2.471 1.174 -2.939  0.39
C -1.888 2.123 0.896  0.07
H -0.997 1.972 1.484  0.28
C -4.201 2.538 -0.567  -0.59
H -5.087 2.729 -1.154  0.46
O -0.399 -0.516 0.330  -0.60
H -1.133 -4.751 2.247  0.38

Which one is most stable, and which one is least stable? #one is the most stable of them, while #two is the least stable.